# 1
C48H75NO26S | the ωB97M-V functional and the def2-TZVPD basis

The net charge is 0. As for the multiplicity: 1. As for the SMILES: Cc1c(C[C@@H](O)CN)cc2c(c1CCO)C(=O)C(C[C@H](C)OCc1ccccc1)=C(CCCCS(=O)(=O)O)C2=O.COC(=O)OC.COC(=O)OC.COC(=O)OC.COC(=O)OC.COC(=O)OC.COC(=O)OC.

Last column: Löwdin charge in e.
Positions of all 151 atoms, in Å:
H  -0.25  0.81  3.74  0.118
C  -0.73  8.59  1.95  -0.623
H  -4.44  2.68  -2.66  0.083
H  5.12  -2.00  1.67  0.096
H  5.62  -8.86  -2.11  0.096
H  0.26  9.23  4.29  0.097
C  0.90  3.10  2.75  -0.118
H  -0.16  10.94  4.06  0.093
H  -5.85  4.21  -3.19  0.070
H  3.45  2.17  -1.20  0.073
C  -2.66  3.17  0.22  -0.014
O  -4.98  -0.98  3.71  -0.028
C  -3.75  3.26  -2.07  -0.114
H  -2.43  -1.80  6.27  0.088
H  -2.71  -4.99  11.06  0.091
H  -6.39  0.12  1.10  0.097
H  -5.99  1.99  -1.90  0.060
H  6.22  -3.71  -3.85  0.099
H  1.80  4.47  0.51  0.120
C  -1.59  3.14  2.46  -0.343
H  0.96  1.16  -2.60  0.126
H  -0.23  3.83  -4.94  0.117
H  -0.95  0.96  2.08  0.082
N  -4.46  -3.21  2.05  0.026
O  5.57  0.28  0.41  0.109
C  -5.61  0.43  1.79  -0.066
O  6.60  -1.72  0.23  0.008
H  0.51  2.86  3.74  0.109
O  4.66  -6.17  0.22  0.109
H  -2.86  -2.77  -6.57  0.098
C  4.24  -7.30  0.33  -0.625
O  7.72  0.07  -0.25  0.008
H  3.16  3.43  -2.39  0.082
H  7.07  1.84  -1.12  0.095
H  -2.33  -3.41  5.53  0.094
H  -2.78  3.12  -2.54  0.096
H  -3.37  5.32  -2.54  0.103
H  2.29  2.27  1.28  0.088
C  -2.40  -1.79  -1.84  -0.046
H  -4.18  -0.63  4.11  0.069
O  -3.04  -4.18  9.23  0.000
C  -4.70  1.89  -0.15  -0.114
C  5.39  -2.34  0.67  -0.033
H  1.10  0.31  1.02  0.107
H  7.67  -6.67  -8.55  0.093
H  -5.77  0.35  -1.23  0.089
H  4.58  -2.13  -0.03  0.096
O  -3.44  -3.31  7.30  0.015
H  -2.93  -2.65  -1.42  0.101
H  -4.64  5.10  -1.30  0.122
C  -3.03  1.92  -5.15  -0.087
O  -1.29  -3.49  7.98  0.119
O  0.25  7.88  2.02  0.117
C  -4.22  4.73  -2.23  -0.219
H  -6.07  0.86  2.67  0.132
C  -2.17  -3.51  -6.15  -0.035
H  7.61  1.97  0.58  0.098
H  -1.60  6.34  0.96  0.084
C  -4.66  1.42  1.19  -0.135
H  6.75  -5.22  -3.07  0.086
C  -0.56  1.99  -3.88  -0.190
H  -2.71  -4.42  -5.91  0.098
H  5.57  -3.41  0.69  0.087
O  -1.76  3.22  3.65  0.132
C  -2.67  0.88  -4.29  -0.072
O  5.82  -5.76  -5.47  0.120
H  -1.39  -3.72  -6.86  0.094
C  5.45  -7.96  -1.53  -0.039
H  -5.11  -1.91  0.53  0.110
H  -4.94  -4.10  1.97  0.064
C  -0.27  3.39  1.85  -0.092
C  1.83  2.01  2.23  -0.141
H  0.51  -2.27  1.57  0.100
H  8.79  1.72  -0.72  0.094
C  -4.84  -0.82  2.30  -0.379
C  -2.67  2.73  1.54  -0.087
O  -1.54  4.77  -1.10  0.118
H  2.32  -7.24  2.90  0.095
O  -1.53  -2.98  -4.98  0.008
H  3.85  -6.35  2.75  0.097
O  -3.56  -2.77  -4.01  0.123
H  -1.70  -1.41  -1.10  0.079
H  -2.59  7.17  -0.25  0.097
H  5.02  -7.19  -2.17  0.094
H  -6.34  -2.28  1.78  0.125
H  3.47  3.85  -0.72  0.075
C  -2.12  -4.58  10.24  -0.048
C  2.99  -6.74  2.20  -0.036
C  -1.43  0.93  -3.64  -0.029
C  -0.24  3.82  0.58  -0.057
H  -3.34  0.06  -4.08  0.094
H  2.47  -5.93  1.70  0.093
H  0.78  5.04  -0.78  0.134
C  0.13  10.02  3.56  -0.042
C  0.76  2.07  -3.17  -0.141
H  -3.61  1.56  3.06  0.136
S  -0.87  -1.20  2.71  0.617
O  -1.53  -1.47  3.94  -0.250
H  -1.12  0.16  -2.95  0.089
H  6.40  -7.62  -1.11  0.097
O  -0.93  9.70  2.65  0.005
O  -1.68  -1.31  1.52  -0.302
H  -2.42  3.78  -6.08  0.104
H  6.66  -7.46  -7.32  0.097
C  2.97  3.13  -1.37  -0.015
O  0.34  -2.22  2.53  -0.133
H  -1.55  -3.72  10.60  0.096
H  -4.00  1.90  -5.64  0.104
H  -3.58  -3.24  1.56  0.052
C  -3.71  2.77  -0.65  -0.062
O  7.73  -4.74  -4.84  0.009
C  -2.36  -2.66  -3.99  -0.634
O  7.68  -5.74  -6.75  0.006
H  7.80  -3.79  -3.05  0.095
C  6.96  -5.45  -5.67  -0.626
C  -2.97  -2.72  6.07  -0.046
H  -1.44  -5.34  9.86  0.095
H  6.11  -5.96  -8.10  0.097
C  -1.51  4.00  -0.19  -0.287
O  3.40  -7.74  1.26  0.010
H  1.55  2.24  -3.91  0.128
C  -5.28  -2.09  1.59  -0.221
C  7.79  1.49  -0.38  -0.036
C  -5.85  1.41  -1.01  -0.019
C  6.53  -0.39  0.16  -0.628
H  -3.11  -1.00  -2.10  0.083
C  -0.92  3.02  -4.77  -0.020
C  -2.16  2.98  -5.41  -0.067
C  -2.48  -3.64  8.15  -0.627
C  1.01  4.17  -0.16  -0.064
H  1.27  2.08  -0.65  0.123
H  2.64  1.91  2.94  0.116
H  -3.86  -2.51  5.48  0.084
O  0.73  3.22  -2.31  -0.102
C  7.07  -4.35  -3.63  -0.033
C  1.45  3.06  -1.11  -0.378
H  1.06  10.19  3.01  0.096
O  4.54  -8.31  -0.48  0.012
O  -1.78  8.40  1.16  0.019
O  -5.16  4.87  -3.29  -0.067
C  -3.65  1.88  2.03  0.047
H  1.82  -0.14  2.52  0.103
O  -1.63  -2.18  -2.98  -0.015
H  1.48  4.01  2.87  0.132
H  -0.82  7.29  -0.32  0.102
H  -6.77  1.52  -0.43  0.084
C  6.97  -6.51  -7.73  -0.039
H  -3.78  -0.73  2.08  0.099
C  -0.22  0.47  2.71  -0.196
C  1.17  0.60  2.06  -0.173
C  -1.68  7.22  0.34  -0.031

---

# 2
C48H76N12 | the ωB97M-V functional and the def2-TZVPD basis

The net charge is 0. As for the multiplicity: 1. As for the SMILES: c1cc[nH]c1.c1cc[nH]c1.c1cc[nH]c1.c1cc[nH]c1.CCCC#N.CCCC#N.CCCC#N.CCCC#N.CCCC#N.CCCC#N.CCCC#N.CCCC#N.

Last column: Löwdin charge in e.
Positions of all 136 atoms, in Å:
H  -8.04  -3.49  23.82  0.088
C  -6.74  -3.43  26.76  -0.145
H  -4.10  5.51  30.03  0.095
C  0.05  -0.50  18.10  -0.209
H  -3.94  -9.54  20.24  0.074
H  -9.01  -5.00  15.84  0.094
H  -0.12  0.49  18.52  0.124
C  -3.06  -11.64  20.34  -0.227
H  -11.84  0.61  25.52  0.104
N  -0.87  -2.49  19.57  0.127
H  -7.98  -4.70  18.25  0.096
H  -12.50  0.84  28.15  0.100
H  1.91  -4.64  29.91  0.118
H  1.36  -7.50  32.10  0.069
C  -6.91  -4.71  15.19  -0.112
C  -4.03  4.25  28.31  -0.110
H  -2.17  -12.11  19.92  0.106
H  -5.66  0.84  21.62  0.113
H  -7.78  -10.66  26.07  0.106
H  -8.36  2.04  20.95  0.113
H  -13.44  -5.07  20.19  0.103
C  3.32  0.71  26.32  -0.122
C  -15.69  -5.29  17.58  -0.254
H  1.56  1.73  27.01  0.111
C  -4.38  4.48  29.81  -0.269
N  0.20  -5.84  27.62  0.136
H  3.54  -0.74  18.24  0.067
C  -14.29  -5.22  26.86  -0.099
H  0.33  -6.54  31.10  0.077
H  -6.42  4.80  29.15  0.113
C  1.05  -5.66  28.42  -0.244
C  -12.63  -7.32  27.09  -0.194
H  1.68  0.00  27.43  0.105
H  -4.69  -3.90  26.15  0.142
C  1.84  0.74  26.65  -0.248
N  -5.67  -3.76  25.96  0.011
N  -6.69  2.01  30.65  0.116
H  3.47  1.57  25.67  0.071
H  -6.51  -3.26  27.80  0.113
H  -12.48  -8.38  26.88  0.106
H  3.58  -0.15  25.70  0.074
C  -5.66  -4.76  15.90  -0.124
H  -11.80  -7.00  26.45  0.106
H  -14.63  -5.06  27.88  0.072
H  -15.11  -6.37  19.23  0.119
C  1.12  1.42  24.33  -0.223
H  -5.63  -4.26  23.74  0.099
H  2.33  -0.07  19.39  0.082
H  2.63  -1.81  18.90  0.068
H  -7.03  -4.56  14.13  0.080
H  3.03  -5.29  28.75  0.121
N  -8.37  -10.06  24.09  0.005
H  -5.32  -4.66  17.93  0.143
H  -6.58  1.57  22.76  0.115
H  -13.74  -6.66  25.42  0.094
H  -2.45  -9.71  19.39  0.068
C  1.41  -0.83  17.49  -0.252
C  -6.41  1.64  21.69  -0.198
H  -8.76  -2.92  26.44  0.102
H  0.01  0.24  25.64  0.119
H  -15.06  1.60  28.19  0.112
C  -13.12  1.03  27.28  -0.133
C  -14.65  -5.76  18.45  -0.192
H  -3.96  -12.02  19.86  0.107
C  -6.14  -3.95  24.64  -0.105
C  -14.84  -3.83  20.05  -0.140
H  -15.57  -4.41  20.62  0.087
H  -7.35  1.70  18.65  0.069
C  2.13  -5.53  29.33  -0.210
H  -13.46  -4.55  26.63  0.072
H  -8.99  -10.14  22.14  0.106
H  -13.17  -4.23  18.60  0.113
C  -5.66  2.83  21.29  -0.257
N  1.16  2.25  23.45  0.133
H  -3.03  4.60  28.05  0.067
H  -15.07  -4.94  26.15  0.065
H  -4.08  3.18  28.11  0.070
C  -0.46  -1.61  18.93  -0.223
H  -8.30  -9.08  24.35  0.149
C  -8.15  -10.99  25.11  -0.147
C  2.50  -0.78  18.58  -0.111
H  -6.29  0.37  19.06  0.080
C  -13.89  -4.69  19.27  -0.248
C  1.05  0.43  25.35  -0.215
H  -8.00  0.20  19.12  0.061
H  1.46  -1.74  16.90  0.115
H  -3.59  3.99  30.37  0.117
H  4.01  0.71  27.16  0.073
H  2.49  -7.59  29.96  0.103
H  1.39  -0.51  24.91  0.121
H  1.62  -5.84  32.26  0.075
C  -8.75  -10.74  23.01  -0.145
H  -15.73  2.03  25.89  0.145
C  -7.97  -4.89  16.10  -0.130
C  -7.20  0.89  19.37  -0.110
H  -2.38  -9.92  21.11  0.059
N  -16.50  -4.86  16.87  0.146
N  -1.68  -14.15  22.59  0.132
H  -2.65  -11.26  22.56  0.118
C  -7.48  -3.65  24.73  -0.165
H  -4.62  -4.75  15.63  0.102
H  3.38  -6.50  30.93  0.104
C  -7.62  1.26  20.80  -0.234
C  -2.94  -12.01  21.84  -0.212
H  -13.83  1.53  24.17  0.110
H  -4.66  4.75  27.57  0.069
H  -8.29  -13.15  25.23  0.105
N  -12.23  -7.10  29.71  0.124
C  -12.75  0.98  25.96  -0.154
H  -3.97  -12.27  22.10  0.119
C  -3.01  -10.10  20.24  -0.101
H  -8.04  0.31  21.14  0.099
C  -13.77  1.36  25.23  -0.151
C  -6.38  3.11  30.40  -0.192
H  -9.21  -12.80  22.68  0.092
C  -7.41  -4.76  17.34  -0.138
N  -5.11  3.73  20.99  0.150
H  1.64  -0.01  16.81  0.101
C  -2.25  -13.22  22.24  -0.244
C  -8.44  -12.23  24.68  -0.135
H  -14.31  -3.13  20.71  0.075
C  -12.40  -7.20  28.55  -0.216
C  -13.94  -6.69  26.49  -0.233
H  -14.73  -7.42  26.66  0.101
C  -8.80  -12.09  23.38  -0.135
N  -14.80  1.69  26.09  0.014
C  1.34  -6.58  31.52  -0.112
H  -6.03  5.28  30.79  0.112
C  -14.41  1.38  27.36  -0.146
N  -6.01  -4.81  17.21  -0.011
H  -0.68  -0.34  17.31  0.111
H  -15.36  -3.09  19.45  0.074
C  -7.84  -3.27  25.99  -0.140
C  2.41  -6.60  30.43  -0.236
C  -5.87  4.50  30.04  -0.188
H  -14.07  -6.35  17.74  0.119

---

| no. | LUMO (eV) |
| --- | --- |
| 1 | -0.85 |
| 2 | -0.12 |